50
Properties=species:S:1:pos:R:3:forces:R:3:mulliken_charge:R:1 method="wB97M-V/def2-TZVPD" e_homo_ev=-4.146 homo_lumo_gap_ha=0.232 de_lowest_kj_mol=93.6 total_charge=-1 max_force_ev_per_a=1.0 e_lumo_ha=0.0796 total_energy_ha=-3680.2370
Y 0.1523 -0.1092 0.7840 -0.184 -0.608 -0.011 0.622
O 3.4114 -1.5051 -1.7279 -0.044 0.005 0.078 -0.781
C 2.3613 -1.4166 -1.1110 0.092 -0.231 -0.165 0.329
O 1.7604 -0.3390 -0.7642 -0.191 0.286 0.399 -0.334
C 1.6404 -2.6932 -0.6930 0.135 0.098 -0.004 0.316
C 2.1980 -3.9347 -0.9441 -0.129 -0.025 -0.069 -0.821
C 1.4724 -5.0595 -0.5907 -0.039 0.000 0.030 -0.318
C 0.2211 -4.8994 -0.0144 0.022 -0.009 -0.016 -0.888
C -0.2459 -3.6177 0.2274 0.000 0.008 0.016 -0.582
N 0.4647 -2.5353 -0.0847 -0.048 0.166 0.171 0.734
H 3.1665 -3.9793 -1.4204 -0.004 0.006 -0.009 0.541
H 1.8694 -6.0512 -0.7694 0.003 0.002 -0.005 0.403
H -0.3854 -5.7522 0.2566 -0.012 0.008 0.007 0.403
H -1.2046 -3.4420 0.6972 0.001 -0.003 -0.005 0.619
S 1.1292 -1.3440 3.0839 -0.181 0.231 -0.318 -0.300
S -0.7288 -2.2445 3.3665 0.237 -0.181 -0.074 -0.119
S -2.1522 -0.8308 3.7477 -0.133 0.105 0.093 -0.099
S -2.8822 -0.2620 1.9280 0.099 -0.484 -0.199 -0.255
N -0.2242 1.7099 -1.6727 0.081 0.026 0.034 -0.184
N -1.5053 2.3039 -1.5532 0.031 -0.145 -0.009 -0.407
C -2.0141 2.3012 -0.2778 -0.203 0.056 0.107 0.455
N -3.2761 2.6978 -0.1035 0.041 0.096 -0.120 -0.339
N -1.2054 1.9047 0.6692 0.239 -0.045 0.109 0.179
N -1.5523 1.9768 2.0257 0.485 0.735 -0.391 0.799
O -0.6377 1.4807 2.6940 -0.065 0.044 0.426 -0.454
O -2.3644 2.7903 2.4464 -0.076 -0.055 0.052 -0.804
H 0.3762 2.3267 -2.2031 -0.007 0.061 0.074 0.274
H -0.2796 0.8227 -2.1682 -0.007 0.006 -0.043 0.093
H -2.1689 1.9553 -2.2380 -0.047 -0.006 0.007 0.306
H -3.7509 3.1605 -0.8576 -0.027 -0.078 -0.028 0.256
H -3.5944 2.8285 0.8456 0.029 -0.082 0.028 0.213
S 3.2301 3.7777 1.6925 0.014 0.004 0.008 -0.308
C 1.8375 2.7794 1.5042 0.074 -0.031 0.019 -0.144
N 2.0503 1.5108 1.4416 -0.302 -0.072 -0.178 0.487
C 3.4049 1.2238 1.5469 0.230 0.075 0.036 -0.123
C 3.9784 -0.0481 1.5308 -0.025 0.012 -0.007 -0.100
C 5.3471 -0.1533 1.6426 -0.026 -0.014 -0.001 -1.000
C 6.1540 0.9826 1.7754 0.027 0.023 0.004 -0.481
C 5.6033 2.2465 1.8045 0.040 0.014 -0.001 -0.442
C 4.2209 2.3543 1.6886 -0.157 -0.071 -0.015 0.637
H 0.8485 3.2076 1.4367 0.002 0.026 -0.001 0.301
H 3.3495 -0.9229 1.4403 0.011 -0.012 0.006 0.214
H 5.8080 -1.1315 1.6224 -0.017 -0.011 -0.002 0.389
H 7.2271 0.8671 1.8572 0.001 0.006 0.002 0.366
H 6.2248 3.1257 1.9105 0.004 0.001 0.004 0.376
F -1.5224 -0.6362 -0.8432 -0.012 0.058 -0.152 -0.036
B -1.8405 -0.9953 -2.2361 0.157 -0.024 0.106 0.146
F -2.4148 -2.2318 -2.2773 -0.038 -0.123 0.070 -0.324
F -2.7054 0.0047 -2.7131 -0.026 0.116 -0.024 -0.384
F -0.6256 -0.9408 -2.9304 -0.056 0.034 -0.038 -0.430